Entry 1:
Molecular formula: C2H8N4O
Method: DFT, ωB97M-V/def2-TZVPD

CARTESIAN COORDINATES (ANGSTROEM)
C (1.226, 1.250, -1.635)
N (0.262, 2.257, -1.703)
O (1.006, 0.066, -1.889)
H (2.234, 1.620, -1.338)
H (0.399, 3.100, -1.178)
H (-0.675, 2.024, -1.999)
N (-1.641, -0.757, 1.041)
C (-0.368, -1.225, 1.306)
N (0.265, -1.831, 0.242)
N (0.221, -1.071, 2.436)
H (-1.816, 0.126, 1.543)
H (-2.013, -0.965, 0.128)
H (0.242, -1.267, -0.573)
H (1.148, -2.189, 0.504)
H (-0.491, -1.139, 3.114)

Values from the calculation:
- SMILES string = N=C(N)N.NC=O
- DFT total energy (Ha) = -375.2809
- HOMO level (eV) = -8.679
- relative energy (zero: lowest compared OMol25 entry of this formula, charge and spin) (kJ/mol) = 67.5
- frontier orbital gap (eV) = 9.3

Let us look at the Löwdin charges, expressed in e, one per atom:
1. C -0.3513
2. N 0.1091
3. O -0.0265
4. H 0.1337
5. H 0.0846
6. H 0.0973
7. N 0.1045
8. C -0.6550
9. N 0.1343
10. N 0.0733
11. H 0.1063
12. H 0.0830
13. H 0.0262
14. H 0.0791
15. H 0.0016

---

Entry 2:
Molecular formula: C40H73MgN9O2
Method: DFT, ωB97M-V/def2-TZVPD

CARTESIAN COORDINATES (ANGSTROEM)
Mg (0.087, 0.437, 0.469)
C (-0.146, 1.951, 3.625)
C (-1.166, 0.850, 3.316)
C (-2.502, 1.541, 3.291)
O (-0.975, 0.226, 2.065)
H (0.879, 1.585, 3.690)
H (-0.340, 2.393, 4.602)
H (-0.201, 2.766, 2.904)
H (-1.105, 0.126, 4.129)
H (-2.517, 2.393, 2.611)
H (-2.769, 1.931, 4.273)
H (-3.339, 0.923, 2.969)
C (-1.143, -1.184, -1.832)
O (-0.359, -0.118, -1.346)
H (-1.091, -1.368, -2.905)
H (-0.881, -2.079, -1.268)
H (-2.212, -1.003, -1.717)
C (5.670, 0.465, -0.405)
C (5.407, 0.096, 1.040)
C (4.531, 1.122, 1.853)
C (3.186, 1.198, 1.280)
N (2.074, 1.183, 0.904)
H (5.763, 1.540, -0.564)
H (4.864, 0.108, -1.046)
H (6.570, 0.054, -0.862)
H (6.363, 0.106, 1.563)
H (5.050, -0.930, 1.122)
H (5.011, 2.100, 1.854)
H (4.414, 0.784, 2.883)
C (0.331, -2.962, 4.742)
C (-0.315, -4.191, 5.309)
C (-0.131, -4.388, 6.845)
C (1.298, -4.465, 7.143)
N (2.448, -4.505, 7.354)
H (-0.082, -2.045, 5.162)
H (0.103, -2.855, 3.682)
H (1.404, -2.946, 4.934)
H (0.077, -5.068, 4.793)
H (-1.391, -4.132, 5.144)
H (-0.653, -5.302, 7.130)
H (-0.457, -3.484, 7.359)
C (3.378, -3.475, -4.164)
C (2.869, -2.183, -3.540)
C (2.479, -2.158, -2.065)
C (3.626, -2.545, -1.215)
N (4.475, -2.853, -0.534)
H (2.548, -4.180, -4.188)
H (4.200, -3.887, -3.578)
H (3.679, -3.392, -5.208)
H (2.029, -1.850, -4.149)
H (3.616, -1.423, -3.771)
H (1.573, -2.712, -1.823)
H (2.322, -1.117, -1.784)
C (-3.084, 3.417, -5.041)
C (-2.137, 3.682, -3.851)
C (-1.418, 2.388, -3.377)
C (-0.621, 1.808, -4.473)
N (0.052, 1.393, -5.302)
H (-2.530, 3.181, -5.950)
H (-3.715, 4.268, -5.298)
H (-3.666, 2.499, -4.956)
H (-2.717, 3.993, -2.982)
H (-1.426, 4.473, -4.087)
H (-2.127, 1.637, -3.028)
H (-0.738, 2.599, -2.551)
C (4.967, 3.060, -4.343)
C (3.952, 1.923, -4.333)
C (2.817, 1.906, -3.234)
C (2.140, 3.191, -2.969)
N (1.522, 4.184, -2.759)
H (5.500, 3.034, -5.294)
H (5.581, 2.963, -3.447)
H (4.527, 4.051, -4.234)
H (4.401, 0.931, -4.375)
H (3.361, 1.885, -5.247)
H (3.229, 1.599, -2.273)
H (2.011, 1.244, -3.550)
C (-5.104, 2.606, -1.877)
C (-4.036, 2.303, -0.766)
C (-4.101, 0.874, -0.206)
C (-5.126, 0.591, 0.831)
N (-5.869, 0.308, 1.675)
H (-4.984, 1.845, -2.647)
H (-5.133, 3.597, -2.331)
H (-6.113, 2.487, -1.483)
H (-4.056, 3.040, 0.037)
H (-3.038, 2.401, -1.193)
H (-3.145, 0.569, 0.220)
H (-4.399, 0.185, -0.996)
C (0.595, -5.009, 0.174)
C (1.158, -5.020, 1.602)
C (2.177, -3.895, 1.815)
C (1.714, -2.555, 1.329)
N (1.354, -1.487, 0.924)
H (0.104, -4.084, -0.127)
H (-0.124, -5.816, 0.032)
H (1.317, -5.252, -0.605)
H (1.581, -6.007, 1.789)
H (0.352, -4.901, 2.326)
H (3.127, -4.081, 1.314)
H (2.413, -3.767, 2.872)
C (-2.006, 5.845, -0.804)
C (-0.580, 5.985, -0.208)
C (-0.206, 4.911, 0.781)
C (-0.408, 3.532, 0.398)
N (-0.538, 2.422, 0.093)
H (-2.020, 4.933, -1.402)
H (-2.247, 6.721, -1.406)
H (-2.728, 5.744, 0.006)
H (-0.449, 6.935, 0.310)
H (0.138, 6.048, -1.025)
H (-0.801, 5.065, 1.681)
H (0.817, 5.096, 1.111)
C (-2.557, -3.345, 1.637)
C (-3.835, -2.533, 1.362)
C (-5.150, -3.344, 1.422)
C (-5.390, -3.825, 2.832)
N (-5.599, -4.099, 3.905)
H (-2.682, -3.967, 2.524)
H (-1.650, -2.794, 1.885)
H (-2.326, -3.950, 0.760)
H (-3.769, -2.093, 0.367)
H (-3.949, -1.692, 2.045)
H (-5.151, -4.190, 0.735)
H (-6.010, -2.726, 1.163)

Values from the calculation:
- DFT total energy (Ha) = -2411.3190
- HOMO level (eV) = -8.060
- frontier orbital gap (eV) = 8.1

These are the Löwdin partial charges, in e, on atoms 1 to 99:
1. Mg 0.4422
2. C -0.0752
3. C -0.5599
4. C -0.0776
5. O -0.3410
6. H 0.0612
7. H 0.0741
8. H 0.0447
9. H 0.1119
10. H 0.0659
11. H 0.0768
12. H 0.0541
13. C -0.2697
14. O -0.4361
15. H 0.0599
16. H 0.0433
17. H 0.0407
18. C -0.1118
19. C -0.2343
20. C -0.1337
21. C -0.1123
22. N 0.1837
23. H 0.0740
24. H 0.0456
25. H 0.0807
26. H 0.1063
27. H 0.0825
28. H 0.1231
29. H 0.1254
30. C -0.1113
31. C -0.2556
32. C -0.1681
33. C -0.2427
34. N 0.1345
35. H 0.0776
36. H 0.0520
37. H 0.0720
38. H 0.1027
39. H 0.1096
40. H 0.1196
41. H 0.1212
42. C -0.1001
43. C -0.2586
44. C -0.1610
45. C -0.2361
46. N 0.1738
47. H 0.0731
48. H 0.0693
49. H 0.0750
50. H 0.1124
51. H 0.0937
52. H 0.1071
53. H 0.0940
54. C -0.1013
55. C -0.2343
56. C -0.1863
57. C -0.2318
58. N 0.1553
59. H 0.0657
60. H 0.0712
61. H 0.0688
62. H 0.0581
63. H 0.1095
64. H 0.1041
65. H 0.0715
66. C -0.0970
67. C -0.2370
68. C -0.1676
69. C -0.1972
70. N 0.1522
71. H 0.0763
72. H 0.0668
73. H 0.0688
74. H 0.0926
75. H 0.1004
76. H 0.0894
77. H 0.0859
78. C -0.0815
79. C -0.2307
80. C -0.1769
81. C -0.2257
82. N 0.1505
83. H 0.0658
84. H 0.0658
85. H 0.0686
86. H 0.1049
87. H 0.0577
88. H 0.0985
89. H 0.1105
90. C -0.1047
91. C -0.2196
92. C -0.1573
93. C -0.1128
94. N 0.1931
95. H 0.0458
96. H 0.0750
97. H 0.0739
98. H 0.1153
99. H 0.0865

---

Entry 3:
Molecular formula: C42H52Br2O2
Method: DFT, ωB97M-V/def2-TZVPD

CARTESIAN COORDINATES (ANGSTROEM)
Br (30.712, 19.824, -25.352)
C (31.254, 21.191, -24.002)
C (31.834, 22.444, -24.656)
Br (30.414, 23.599, -25.384)
H (32.096, 20.784, -23.443)
H (30.470, 21.241, -23.247)
H (32.576, 22.426, -25.453)
H (32.216, 23.053, -23.836)
C (31.719, 21.397, -19.222)
C (31.262, 21.808, -20.488)
C (30.185, 21.065, -21.067)
C (29.739, 19.849, -20.519)
C (30.350, 19.381, -19.327)
C (31.160, 20.258, -18.655)
H (32.517, 21.953, -18.752)
H (31.727, 22.660, -20.961)
H (29.676, 21.322, -21.984)
H (28.995, 19.243, -21.015)
H (29.975, 18.456, -18.915)
H (31.459, 19.903, -17.680)
C (23.023, 23.145, -23.076)
C (22.908, 24.199, -23.974)
C (23.856, 24.451, -24.908)
C (24.916, 23.601, -24.996)
C (25.025, 22.467, -24.189)
C (24.074, 22.208, -23.224)
H (22.249, 22.984, -22.340)
H (22.171, 24.982, -23.877)
H (23.867, 25.335, -25.527)
H (25.577, 23.836, -25.817)
H (25.866, 21.799, -24.296)
H (24.147, 21.356, -22.565)
C (30.822, 24.753, -20.260)
C (31.178, 25.087, -21.588)
C (30.777, 24.396, -22.734)
C (29.852, 23.386, -22.635)
C (29.414, 23.032, -21.395)
C (29.919, 23.675, -20.272)
H (31.151, 25.209, -19.338)
H (31.899, 25.859, -21.811)
H (31.147, 24.571, -23.733)
H (29.532, 22.897, -23.543)
H (28.709, 22.214, -21.407)
H (29.612, 23.320, -19.299)
C (27.314, 22.652, -20.213)
C (27.447, 23.484, -19.128)
C (28.110, 23.161, -18.008)
C (28.589, 21.899, -17.769)
C (28.482, 20.989, -18.823)
C (27.743, 21.322, -19.969)
H (27.009, 22.917, -21.215)
H (27.101, 24.501, -19.236)
H (28.343, 23.879, -17.236)
H (29.111, 21.662, -16.854)
H (28.829, 19.968, -18.768)
H (27.609, 20.598, -20.759)
C (27.759, 22.534, -25.807)
C (28.736, 21.605, -25.912)
C (28.498, 20.337, -26.415)
C (27.238, 20.081, -27.023)
C (26.174, 20.998, -26.803)
C (26.435, 22.220, -26.152)
H (27.973, 23.558, -25.537)
H (29.748, 21.873, -25.644)
H (29.378, 19.726, -26.543)
H (27.238, 19.184, -27.625)
H (25.182, 20.905, -27.220)
H (25.617, 22.923, -26.081)
C (26.365, 17.481, -25.962)
C (26.792, 16.591, -25.005)
C (27.351, 16.946, -23.812)
C (27.488, 18.328, -23.496)
C (26.902, 19.234, -24.396)
C (26.435, 18.898, -25.665)
H (25.848, 17.184, -26.862)
H (26.611, 15.543, -25.190)
H (27.707, 16.164, -23.158)
H (27.992, 18.797, -22.664)
H (26.964, 20.297, -24.216)
H (26.007, 19.659, -26.301)
C (28.142, 25.131, -23.744)
C (28.138, 24.870, -25.186)
O (28.186, 26.080, -25.954)
H (28.180, 24.163, -23.244)
H (27.199, 25.595, -23.455)
H (28.883, 25.825, -23.347)
H (27.235, 24.372, -25.540)
H (28.997, 24.206, -25.285)
H (28.753, 26.064, -26.728)
C (27.248, 22.087, -23.347)
C (28.443, 21.355, -22.677)
O (29.201, 20.587, -23.501)
H (26.444, 21.502, -23.792)
H (27.697, 22.795, -24.043)
H (26.831, 22.683, -22.536)
H (28.097, 20.836, -21.782)
H (29.108, 22.076, -22.203)
H (28.717, 20.205, -24.236)

Values from the calculation:
- DFT total energy (Ha) = -6928.5442
- HOMO level (eV) = -6.857
- relative energy (zero: lowest compared OMol25 entry of this formula, charge and spin) (kJ/mol) = 3942.6
- frontier orbital gap (eV) = 7.1

Let us look at the Löwdin charges, expressed in e, one per atom:
1. Br 1.0369
2. C -0.4617
3. C -0.4019
4. Br 1.1772
5. H 0.0849
6. H 0.0190
7. H 0.0734
8. H 0.0599
9. C -0.0335
10. C -0.0324
11. C -0.1052
12. C -0.0641
13. C -0.1278
14. C -0.1168
15. H 0.1092
16. H 0.1126
17. H -0.0064
18. H 0.1158
19. H 0.1220
20. H 0.1089
21. C -0.0548
22. C -0.0983
23. C -0.0613
24. C -0.1168
25. C -0.0890
26. C -0.0216
27. H 0.0992
28. H 0.1037
29. H 0.1204
30. H 0.0921
31. H -0.0007
32. H 0.1159
33. C -0.0117
34. C -0.0547
35. C -0.1611
36. C -0.2034
37. C -0.2244
38. C -0.0770
39. H 0.1113
40. H 0.0995
41. H 0.0130
42. H 0.0595
43. H 0.0486
44. H 0.0875
45. C -0.0560
46. C -0.1130
47. C -0.1441
48. C -0.0490
49. C -0.0715
50. C -0.0594
51. H 0.0932
52. H 0.1231
53. H 0.1185
54. H 0.1143
55. H 0.0694
56. H 0.0876
57. C -0.1585
58. C -0.2582
59. C -0.2071
60. C -0.1212
61. C -0.0709
62. C -0.0803
63. H -0.0581
64. H -0.0771
65. H -0.0753
66. H 0.1356
67. H 0.1415
68. H -0.0007
69. C -0.0309
70. C -0.1231
71. C -0.0729
72. C -0.0152
73. C -0.0739
74. C -0.1189
75. H 0.1052
76. H 0.1018
77. H 0.0981
78. H 0.0812
79. H 0.0698
80. H 0.0087
81. C -0.0372
82. C -0.4442
83. O -0.0205
84. H 0.0519
85. H 0.1068
86. H 0.1087
87. H 0.0995
88. H -0.1792
89. H 0.0857
90. C -0.0240
91. C -0.3988
92. O -0.2795
93. H 0.0067
94. H 0.0643
95. H 0.0938
96. H 0.0676
97. H -0.0788
98. H 0.0187